--- w ---
# C4H4ClNO

The molecule C4H4ClNO (ωB97M-V/def2-TZVPD, the Open Molecules 2025 dataset).

Each line ends with the Löwdin charge.
Geometry (Å):
C: 0.7511 -1.0186 0.4337  -0.087
C: -1.4067 -1.2000 -0.1137  -0.369
C: 0.8512 0.4782 0.2300  -0.241
C: -0.4072 0.9941 -0.3862  -0.592
N: -0.3675 -1.6164 0.3143  0.129
O: -2.4254 -1.2147 -0.5841  0.236
Cl: -0.9726 2.6199 -0.1035  0.574
H: 1.6395 -1.5914 0.7407  0.124
H: 0.8907 0.8255 1.2140  0.095
H: 1.7023 0.7506 -0.3411  0.113
H: -0.2554 0.9728 -1.4042  0.018

Output
* charge: 0
* gap between HOMO and LUMO (alpha / beta): 8.2693 / 5.6753 eV
* HOMO level (alpha / beta): -0.31116 / -0.25837 hartree

---

--- x ---
# C4H4ClNO

The molecule C4H4ClNO (ωB97M-V/def2-TZVPD, the Open Molecules 2025 dataset).

Each line ends with the Löwdin charge.
Geometry (Å):
O: 0.1105 2.0025 0.3648  0.024
C: 0.4325 0.7967 0.0941  -0.523
N: 1.5651 0.3643 -0.6264  0.098
C: 1.6855 -0.9434 -0.1492  -0.154
C: 0.6209 -1.3819 0.4479  -0.106
C: -0.3720 -0.2601 0.5452  -0.710
Cl: -1.8401 -0.2914 -0.3164  0.760
H: 2.4045 1.0670 -0.9752  0.241
H: 2.6507 -1.5293 0.0203  0.152
H: 0.5616 -2.4094 0.6028  0.091
H: -0.3765 -0.0127 1.5690  0.127

Output
* charge: 0
* structure (SMILES): O=C1NC=C[C@@H]1Cl
* gap between HOMO and LUMO: 9.9162 eV
* HOMO level: -0.33874 hartree

---

Most stable: x

---

--- w ---
# C4H6Cl2O2

A cluster of 2 separate species, C4H6Cl2O2 in total (ωB97M-V/def2-TZVPD, the Open Molecules 2025 dataset).

Each line ends with the Löwdin charge.
Geometry (Å):
C: -0.1760 -0.3904 1.8545  -0.135
C: 0.2145 0.5583 0.9597  -0.568
C: -1.5221 -1.1380 1.7425  -0.343
C: 2.2323 1.5898 -2.5875  -0.605
O: -1.2569 -2.2828 1.0127  -0.067
O: 0.9935 1.5123 -2.7834  -0.075
Cl: -0.9150 1.2036 -0.1419  0.642
Cl: 3.2498 1.4489 -3.9910  0.561
H: 0.5738 -0.8553 2.5398  0.119
H: 1.2136 0.9508 0.8888  0.057
H: -2.3509 -0.4849 1.4175  0.105
H: -1.6972 -1.4996 2.6816  0.076
H: -1.3312 -1.8257 0.0913  0.135
H: 0.7719 1.2130 -3.6846  0.098

Output
* charge: 0
* gap between HOMO and LUMO: 9.7984 eV
* HOMO level: -0.34378 hartree

---

--- x ---
# C4H6Cl2O2

The molecule C4H6Cl2O2 (ωB97M-V/def2-TZVPD, the Open Molecules 2025 dataset).

Each line ends with the Löwdin charge.
Geometry (Å):
O: -2.4601 1.1318 0.8525  -0.080
C: -1.5459 1.1840 -0.2197  -0.307
C: -0.5696 0.0245 -0.2387  -0.649
Cl: -1.3783 -1.5010 -0.2666  0.731
C: 0.7745 0.1516 -0.2694  -0.684
Cl: 1.5495 1.6634 -0.2114  0.758
C: 1.6829 -1.0660 -0.2954  -0.287
O: 2.5663 -1.0891 0.8392  -0.091
H: -3.0332 0.3610 0.8167  0.063
H: -2.1071 1.2312 -1.1877  0.134
H: -1.0187 2.1365 -0.0204  0.101
H: 2.4607 -1.0106 -1.0550  0.118
H: 1.1225 -2.0412 -0.3359  0.099
H: 1.9566 -1.1761 1.5918  0.093

Output
* charge: 0
* structure (SMILES): OC/C(Cl)=C(\Cl)CO
* gap between HOMO and LUMO: 10.0924 eV
* HOMO level: -0.34991 hartree

---

Most stable: x

---

--- w ---
# C12H18N5O3S

The ion C12H18N5O3S with charge -1 (ωB97M-V/def2-TZVPD, the Open Molecules 2025 dataset).

Each line ends with the Löwdin charge.
Geometry (Å):
C: 2.9284 -1.1481 -3.7481  -0.057
N: 2.2619 -1.4029 -2.4441  0.017
C: 2.6179 -0.8914 -1.2563  -0.467
O: 3.6717 -0.2770 -1.1309  0.030
C: 1.6331 -1.0460 -0.1010  -0.253
C: 2.3200 -1.4982 1.1784  -0.089
C: 1.4094 -1.6417 2.3715  -0.286
C: 0.1704 -2.1784 2.3726  -0.085
N: -0.4277 -1.8366 3.5556  0.046
C: 0.4348 -1.0709 4.2655  -0.184
N: 1.6301 -1.0496 3.6324  0.081
N: 0.9451 0.1857 0.1729  0.136
C: -0.3780 0.4564 0.0776  -0.403
O: -0.7947 1.5908 0.3923  0.014
C: -1.3025 -0.6627 -0.4861  -0.265
C: -1.0885 -0.8321 -2.0501  -0.653
S: -0.7231 -2.5424 -2.4773  0.301
N: -2.7333 -0.3812 -0.2504  0.105
C: -3.3703 -0.5088 0.9230  -0.513
C: -4.8782 -0.3407 0.8611  -0.002
O: -2.8196 -0.7397 2.0155  0.008
H: 3.1378 -0.0963 -3.8554  0.068
H: 3.8471 -1.7249 -3.8928  0.075
H: 2.2654 -1.3672 -4.5841  0.073
H: 1.3617 -1.8642 -2.5201  -0.047
H: 0.9472 -1.8544 -0.3708  0.101
H: 2.7286 -2.4986 1.0303  0.124
H: 3.1311 -0.8192 1.4089  0.114
H: -0.3363 -2.6346 1.5372  0.116
H: -1.4124 -1.9798 3.7801  0.141
H: 0.2484 -0.6556 5.2403  0.102
H: 1.4877 0.9620 0.5360  0.165
H: -1.0364 -1.5788 0.0045  0.064
H: -0.2578 -0.2099 -2.3498  0.039
H: -1.9285 -0.4537 -2.6303  0.038
H: -3.2526 -0.1086 -1.0754  0.134
H: -5.0835 0.5035 0.2254  0.070
H: -5.2151 -0.1411 1.9030  0.093
H: -5.3581 -1.1939 0.5145  0.051

Output
* charge: -1
* structure (SMILES): CNC(=O)[C@@H](Cc1c[nH]cn1)NC(=O)[C@H](C[S-])NC(C)=O
* gap between HOMO and LUMO: 6.9874 eV
* HOMO level: -0.14437 hartree

---

--- x ---
# C12H18N5O3S

The ion C12H18N5O3S with charge -1 (ωB97M-V/def2-TZVPD, the Open Molecules 2025 dataset).

Each line ends with the Löwdin charge.
Geometry (Å):
C: -1.3960 3.9711 -0.1176  -0.077
N: -0.6366 3.0348 -0.8973  -0.005
C: 0.6092 3.2700 -1.3013  -0.470
O: 1.2271 4.3208 -1.0495  0.013
C: 1.2377 2.0740 -2.0342  -0.267
C: 0.4637 1.7165 -3.3585  -0.575
S: -0.9702 0.6238 -3.0861  0.380
N: 1.2109 0.8466 -1.2889  0.048
C: 1.5350 0.4821 -0.0417  -0.415
O: 2.3099 1.1190 0.6931  0.037
C: 0.8321 -0.8354 0.4188  -0.121
C: 0.0270 -0.5197 1.7300  -0.059
C: 0.2432 -1.4969 2.8416  -0.287
C: 0.7445 -1.2382 4.0701  -0.099
N: 0.6480 -2.4279 4.8389  0.025
C: 0.1350 -3.3451 4.0179  -0.223
N: -0.1412 -2.8095 2.8334  0.098
N: -0.1193 -1.4162 -0.5779  0.089
C: -0.5393 -2.6546 -0.6555  -0.554
C: -1.4976 -2.9476 -1.7789  -0.004
O: -0.1977 -3.5640 0.1096  -0.008
H: -1.0985 3.7704 0.9158  0.082
H: -2.4933 3.8454 -0.2642  0.090
H: -1.0567 4.9826 -0.4095  0.084
H: -1.0977 2.2198 -1.3375  0.046
H: 2.2975 2.3052 -2.2485  0.150
H: 0.1374 2.5852 -3.9246  0.054
H: 1.1500 1.1645 -3.9715  0.036
H: 0.6188 0.1817 -1.7583  -0.012
H: 1.6085 -1.5221 0.6837  0.145
H: 0.2936 0.4394 2.1066  0.099
H: -1.0485 -0.4885 1.5354  0.127
H: 1.0398 -0.2620 4.4633  0.107
H: -0.0057 -4.3712 4.2352  0.099
H: -0.3897 -3.3198 1.9916  0.112
H: -0.5592 -0.7521 -1.2330  0.020
H: -2.1765 -2.1219 -1.8776  0.059
H: -0.9470 -2.9733 -2.7339  0.093
H: -1.9981 -3.8870 -1.5389  0.082

Output
* charge: -1
* structure (SMILES): CNC(=O)[C@H](C[S-])NC(=O)[C@@H](Cc1cnc[nH]1)NC(C)=O
* gap between HOMO and LUMO: 7.6398 eV
* HOMO level: -0.17012 hartree

---

Most stable: x

---

--- w ---
# C3H3NO4

The molecule C3H3NO4 (ωB97M-V/def2-TZVPD, the Open Molecules 2025 dataset).

Each line ends with the Löwdin charge.
Geometry (Å):
O: 2.0584 -0.4682 0.9015  0.132
C: 0.8774 -0.7030 1.0279  -0.454
O: -0.0326 -0.7108 2.0651  0.083
C: -0.0524 -1.0855 -0.1664  -0.272
O: -0.4166 -2.2505 -0.2340  0.098
C: -0.7224 -0.0400 -1.0905  -0.031
N: -0.1472 1.0813 -0.8313  0.008
O: -0.6549 2.2362 -1.5310  -0.096
H: 0.7165 -0.7862 2.8171  0.200
H: -1.3810 -0.3352 -1.9758  0.160
H: -0.2452 3.0618 -0.9826  0.171

Output
* charge: 0
* structure (SMILES): O=C(O)C(=O)/C=N/O
* gap between HOMO and LUMO: 9.9722 eV
* HOMO level: -0.37123 hartree

---

--- x ---
# C3H3NO4

The molecule C3H3NO4 (ωB97M-V/def2-TZVPD, the Open Molecules 2025 dataset).

Each line ends with the Löwdin charge.
Geometry (Å):
O: -2.5870 -0.5811 -0.0786  0.028
C: -1.8500 0.4384 -0.1647  -0.150
C: -0.3898 0.2435 -0.1646  -0.194
N: 0.1578 1.3320 0.0888  0.055
O: 1.5374 1.2160 0.2606  -0.057
C: 0.4194 -1.0599 0.0859  -0.352
O: 0.2082 -1.7822 1.0930  0.103
O: 1.2872 -1.2977 -0.9901  0.100
H: -2.3131 1.4840 -0.2526  0.150
H: 1.8417 2.1178 0.7540  0.191
H: 1.6882 -2.1106 -0.6318  0.126

Output
* charge: 0
* structure (SMILES): O=C/C(=N/O)C(=O)O
* gap between HOMO and LUMO: 10.2390 eV
* HOMO level: -0.38654 hartree

---

--- y ---
# C3H3NO4

The molecule C3H3NO4 (ωB97M-V/def2-TZVPD, the Open Molecules 2025 dataset).

Each line ends with the Löwdin charge.
Geometry (Å):
O: 0.1209 1.1819 2.3632  0.084
C: 0.4873 0.7082 1.1983  -0.306
O: 1.4459 -0.2517 0.8186  0.023
N: 0.9512 -0.9765 -0.4639  -0.013
O: 0.1105 -2.1306 0.1371  -0.076
C: -0.1566 -0.1469 -0.9304  -0.012
C: -0.2047 0.9119 -0.0236  -0.303
O: -1.0712 1.9742 -0.0583  0.035
H: 0.7498 -2.8966 -0.1820  0.150
H: -1.1327 -0.4282 -1.7521  0.224
H: -1.3004 2.0544 -1.1070  0.193

Output
* charge: 0
* structure (SMILES): O=c1on(O)cc1O
* gap between HOMO and LUMO: 8.9355 eV
* HOMO level: -0.35702 hartree

---

Most stable: x